# 1
{
  "formula": "C14H44N10O8",
  "method": "ωB97M-V/def2-TZVPD",
  "symbols": ["N", "C", "N", "O", "H", "H", "H", "H", "N", "C", "N", "O", "H", "H", "H", "H", "N", "C", "N", "O", "H", "H", "H", "H", "N", "C", "N", "O", "H", "H", "H", "H", "N", "C", "N", "O", "H", "H", "H", "H", "C", "C", "C", "O", "H", "H", "H", "H", "H", "H", "H", "H", "C", "C", "C", "O", "H", "H", "H", "H", "H", "H", "H", "H", "C", "C", "C", "O", "H", "H", "H", "H", "H", "H", "H", "H"],
  "xyz": [[1.886, 1.392, -4.783], [0.864, 1.885, -5.560], [-0.082, 2.615, -4.771], [0.744, 1.726, -6.755], [2.547, 0.761, -5.207], [1.806, 1.356, -3.772], [-0.475, 3.349, -5.350], [0.369, 3.009, -3.973], [-4.875, -0.419, -0.772], [-3.850, -1.018, -1.448], [-4.178, -1.441, -2.813], [-2.792, -1.297, -0.900], [-5.723, -0.263, -1.306], [-4.801, 0.096, 0.092], [-3.694, -2.267, -3.102], [-5.075, -1.222, -3.204], [0.112, -0.100, -0.541], [0.212, 0.584, -1.739], [-0.960, 0.731, -2.455], [1.267, 1.137, -2.066], [0.939, -0.386, -0.042], [-0.639, -0.755, -0.392], [-1.679, 0.058, -2.252], [-0.911, 1.298, -3.283], [1.686, 3.123, 0.170], [0.625, 4.046, 0.280], [0.699, 4.844, 1.359], [-0.354, 4.137, -0.484], [1.681, 2.540, -0.676], [2.498, 3.096, 0.774], [0.024, 5.522, 1.629], [1.568, 4.724, 1.834], [0.430, -5.303, -0.131], [-0.223, -4.044, -0.011], [-1.034, -3.678, -1.119], [-0.158, -3.349, 1.016], [0.519, -5.689, -1.055], [0.977, -5.712, 0.606], [-1.299, -4.469, -1.676], [-1.674, -2.911, -0.961], [-3.535, 3.058, -0.066], [-3.150, 2.109, 1.052], [-2.545, 2.730, 2.270], [-4.386, 1.488, 1.433], [-4.219, 3.803, 0.341], [-4.026, 2.485, -0.847], [-2.652, 3.534, -0.488], [-2.459, 1.340, 0.682], [-1.503, 3.005, 2.090], [-2.586, 1.995, 3.085], [-3.116, 3.568, 2.668], [-4.311, 0.994, 2.261], [3.913, -3.946, 0.815], [4.475, -2.493, 0.816], [3.662, -1.616, -0.155], [4.438, -2.029, 2.168], [2.821, -3.950, 0.706], [4.136, -4.358, 1.795], [4.387, -4.597, 0.084], [5.510, -2.521, 0.489], [4.218, -0.705, -0.359], [2.682, -1.420, 0.277], [3.515, -2.138, -1.112], [3.509, -1.849, 2.391], [2.146, -0.367, 4.502], [1.014, -0.923, 3.639], [0.374, 0.206, 2.903], [1.558, -1.780, 2.646], [2.835, 0.230, 3.896], [2.737, -1.150, 4.959], [1.711, 0.096, 5.387], [0.301, -1.517, 4.228], [0.054, 0.976, 3.610], [-0.466, -0.156, 2.293], [1.090, 0.545, 2.150], [0.892, -2.349, 2.235]],
  "lowdin_charge": [0.154, -0.640, 0.114, 0.032, 0.102, 0.038, 0.099, 0.074, 0.182, -0.573, 0.141, -0.015, 0.106, 0.069, 0.080, 0.077, 0.194, -0.587, 0.199, -0.042, 0.066, 0.057, 0.057, 0.061, 0.153, -0.641, 0.151, -0.012, 0.063, 0.093, 0.105, 0.087, 0.141, -0.548, 0.149, -0.004, 0.085, 0.095, 0.082, 0.043, -0.036, -0.488, -0.052, -0.092, 0.086, 0.066, 0.060, 0.126, 0.071, 0.077, 0.086, 0.096, -0.055, -0.454, -0.049, -0.072, 0.051, 0.073, 0.069, 0.126, 0.076, 0.043, 0.087, 0.043, -0.050, -0.481, -0.073, -0.090, 0.091, 0.075, 0.080, 0.146, 0.084, 0.076, 0.073, 0.045],
  "fmax_ev_per_a": 3.37,
  "charge": 0,
  "smiles": "NC(N)=O.NC(N)=O.NC(N)=O.NC(N)=O.NC(N)=O.CC(C)O.CC(C)O.CC(C)O",
  "e_above_lowest_kcal_mol": 0.0,
  "e_lumo_ev": 0.2676
}

---

# 2
{
  "formula": "H32O16",
  "method": "ωB97M-V/def2-TZVPD",
  "symbols": ["O", "H", "H", "O", "H", "H", "O", "H", "H", "O", "H", "H", "O", "H", "H", "O", "H", "H", "O", "H", "H", "O", "H", "H", "O", "H", "H", "O", "H", "H", "O", "H", "H", "O", "H", "H", "O", "H", "H", "O", "H", "H", "O", "H", "H", "O", "H", "H"],
  "xyz": [[4.860, -21.099, 7.994], [4.941, -21.785, 7.331], [5.427, -21.389, 8.709], [8.960, -22.597, 7.157], [9.116, -22.185, 8.007], [9.284, -23.491, 7.261], [6.690, -17.886, 2.183], [5.873, -17.499, 2.498], [7.004, -18.413, 2.917], [6.968, -25.166, 4.735], [7.336, -26.029, 4.542], [7.371, -24.584, 4.091], [7.034, -19.045, 4.423], [6.965, -19.876, 4.894], [6.889, -18.377, 5.094], [13.065, -25.743, 3.022], [13.237, -26.357, 3.736], [12.739, -24.955, 3.457], [6.342, -23.023, 6.448], [7.042, -22.377, 6.359], [6.619, -23.756, 5.899], [9.992, -21.364, 9.587], [10.853, -21.065, 9.881], [9.538, -21.616, 10.392], [10.406, -25.206, 9.012], [11.260, -25.610, 8.858], [10.600, -24.423, 9.528], [10.938, -21.338, -0.195], [11.833, -21.419, -0.526], [11.000, -20.689, 0.507], [9.591, -23.696, -0.288], [9.956, -22.941, -0.749], [8.921, -23.326, 0.287], [8.745, -22.480, 4.373], [8.693, -22.345, 5.319], [9.681, -22.442, 4.176], [9.985, -19.186, 6.570], [10.011, -19.529, 7.463], [9.381, -19.767, 6.107], [10.871, -19.281, 1.752], [11.653, -18.754, 1.587], [10.925, -19.508, 2.680], [12.569, -23.512, 4.267], [11.972, -22.774, 4.389], [13.442, -23.136, 4.383], [11.799, -20.503, 4.473], [12.675, -20.225, 4.205], [11.627, -20.015, 5.278]],
  "lowdin_charge": [-0.064, -0.008, 0.020, -0.040, 0.010, 0.057, -0.074, 0.020, -0.048, -0.037, 0.055, 0.033, -0.021, 0.053, 0.071, -0.069, 0.021, -0.050, -0.053, -0.005, -0.012, -0.028, 0.057, 0.058, -0.040, 0.039, 0.019, -0.049, 0.046, -0.013, -0.073, -0.012, 0.021, -0.030, -0.032, 0.023, -0.029, 0.027, 0.021, -0.027, 0.052, 0.013, -0.029, 0.017, 0.062, -0.032, 0.056, 0.024],
  "fmax_ev_per_a": 1.17,
  "charge": 0,
  "e_above_lowest_kcal_mol": 117.7,
  "e_lumo_ev": -0.7977
}

---

# 3
{
  "formula": "C10H14BrN3O3PtSe4",
  "method": "ωB97M-V/def2-TZVPD",
  "symbols": ["Pt", "Se", "Se", "Se", "Se", "Br", "C", "C", "N", "C", "C", "C", "C", "O", "O", "H", "H", "H", "N", "C", "C", "N", "C", "C", "H", "H", "H", "H", "H", "H", "H", "H", "H", "H", "H", "O"],
  "xyz": [[1.548, 0.745, 1.730], [3.046, -0.722, 2.807], [2.601, -0.615, 5.132], [0.346, 0.068, 5.495], [-0.281, 1.359, 3.663], [-0.703, -6.407, 1.520], [-0.519, -5.116, 0.133], [-0.727, -5.516, -1.177], [-0.616, -4.680, -2.204], [-0.291, -3.414, -1.927], [-0.071, -2.929, -0.645], [-0.184, -3.809, 0.424], [0.291, -1.465, -0.405], [0.412, -0.748, -1.419], [0.421, -1.163, 0.803], [-0.990, -6.546, -1.396], [-0.196, -2.727, -2.758], [-0.002, -3.443, 1.427], [-1.010, 3.033, -1.835], [-1.781, 2.602, -0.637], [-0.975, 1.594, 0.157], [0.342, 2.123, 0.548], [1.092, 2.583, -0.630], [0.315, 3.588, -1.450], [-1.572, 3.760, -2.412], [-0.876, 2.226, -2.456], [-2.724, 2.183, -0.992], [-1.999, 3.512, -0.076], [-0.791, 0.705, -0.445], [-1.507, 1.296, 1.062], [0.206, 2.885, 1.210], [1.306, 1.684, -1.215], [2.042, 2.980, -0.270], [0.835, 3.858, -2.372], [0.103, 4.504, -0.896], [2.911, 2.010, 1.507]],
  "lowdin_charge": [0.583, -0.055, -0.217, -0.254, -0.191, 0.679, -0.666, -0.232, 0.049, -0.091, -0.095, -0.039, -0.647, -0.048, -0.160, 0.086, 0.109, 0.124, -0.038, -0.215, -0.216, -0.215, -0.215, -0.228, -0.030, 0.104, 0.087, 0.097, 0.085, 0.077, 0.087, 0.114, 0.091, 0.080, 0.094, -0.690],
  "fmax_ev_per_a": 0.89,
  "charge": -2,
  "spin_multiplicity": 3,
  "e_above_lowest_kcal_mol": 10.9,
  "e_lumo_ev": [3.9974, 3.9949]
}